Record 1
ORCA calculation (wB97M-V/def2-TZVPD) on C28H28N10O3PSeTl as an isolated structure.

Structure (ORCA input):
```
! wB97M-V def2-TZVPD RIJCOSX def2/J DEFGRID3
* xyz 2 1
C -1.6456 -3.3434 -2.6653
H 5.1645 0.7820 -1.5521
H -4.9845 -1.6330 1.6225
H -2.8576 3.9196 3.1816
H -2.5983 -3.8471 -2.7477
H 0.5659 -0.5438 4.0616
O 2.2493 -0.5453 2.0028
C 1.7127 -3.1158 -4.2895
N -0.2971 -1.7729 -1.4800
C 2.0426 -1.6582 2.9305
H 0.5835 3.6544 4.2635
C 3.0578 -1.4411 -3.0024
H -2.1081 4.8251 -3.0054
H 5.0409 -0.8092 -3.4973
N 0.0865 1.6124 1.7484
N -1.4183 3.1560 -1.9736
N 2.0978 -0.4692 -1.0510
C -4.0917 -1.0789 1.3853
C 0.5920 -2.9186 -3.3799
H -5.2715 1.6787 -0.0140
H 3.2064 -3.2359 3.7873
H -1.5781 4.7805 4.0393
C -5.3477 1.0381 0.8593
H 1.3190 -1.8885 4.9273
C -2.7761 -1.4447 1.4013
H 3.7455 -2.7675 2.1810
N -0.8917 3.3023 2.7465
C 0.1325 1.6812 -2.4258
O 0.2422 -2.2110 1.3752
Tl 0.2302 -0.3279 0.4010
C 3.3592 -2.3836 3.1304
Se 3.2499 -3.8031 -6.1145
C 0.2775 3.0677 3.4143
C 0.8789 2.0174 2.7878
H 3.0350 -0.7643 1.4875
N 1.6867 -3.9415 -5.3051
O 0.8610 -3.7128 2.8844
H -2.2332 -2.1985 -0.9429
C 3.2002 0.2539 -0.8794
N 3.8773 -2.6044 -4.9814
C -1.8621 4.3444 3.0867
H 4.0970 -1.7159 3.5781
N -0.4176 1.3532 -1.2157
H -2.3167 -2.3852 1.6615
H -3.3533 3.9872 -2.0733
C -0.9830 2.4052 1.7378
H 1.8099 1.5302 3.0135
C -1.4410 -2.4173 -1.6470
C 2.9265 -2.3761 -4.1110
C 0.9813 -2.6262 2.3794
N -2.0253 -0.3629 1.0318
H -0.7194 -4.3015 -4.3563
C 4.2886 0.1767 -1.7365
H -0.3290 3.3577 -3.8122
C -2.3149 4.3092 -2.0734
H -1.8697 5.1257 2.3299
C -0.4817 2.8012 -2.9030
C -2.8575 0.6398 0.7843
C 0.7226 -2.0194 -2.3215
C -1.3540 2.2589 -0.9618
H 0.9118 1.1025 -2.8921
H 2.2329 -0.3911 4.6667
C 1.5059 -1.0759 4.2274
C -0.6189 -3.5950 -3.5425
C 4.2189 -0.6934 -2.8019
H -2.1475 4.9969 -1.2480
H -5.5140 1.6470 1.7456
C 1.9915 -1.2941 -2.1096
P -2.3689 2.3820 0.5475
H 3.2165 0.9229 -0.0249
H -6.1925 0.3695 0.7271
N -4.1316 0.2346 1.0021
*
```

Values from the calculation:
HOMO level ... -13.78 eV
Kohn-Sham gap ... 8.16 eV

Record 2
ORCA calculation (wB97M-V/def2-TZVPD) on C28H28N2NiO3 as an isolated structure in a non-equilibrium geometry.

Structure (ORCA input):
```
! wB97M-V def2-TZVPD RIJCOSX def2/J DEFGRID3
* xyz 0 3
O 0.0332 2.1079 0.1856
H -1.5458 -3.5961 0.1736
C -1.9500 -2.1763 3.2235
O 1.0015 6.7096 0.6394
H -5.7505 1.7100 0.3626
H 4.5139 0.9042 -1.3013
H -4.4995 2.0050 1.5686
C 1.3659 5.4179 0.4697
C -0.3705 6.9900 0.8290
H -4.9893 -0.3723 -1.3147
C 1.9750 -4.4462 -2.3795
C 2.8882 1.4846 -0.0853
C 2.4930 -5.7318 -2.3451
C -1.3632 -2.9401 1.0159
H -0.4344 8.0604 1.0073
N -2.4707 1.3205 -0.2387
C -4.7220 2.0352 0.5018
C -3.7983 1.1504 -0.2597
C -2.1741 -3.0064 2.1322
C -0.0722 -1.2026 2.0692
H 5.0309 2.0661 -0.0753
H 4.6379 0.3946 0.3680
C 1.8484 -5.9218 -0.0458
H 0.9000 -4.2098 0.8140
H 2.0303 -3.8671 -3.2940
H -2.5868 -2.2345 4.0957
C 0.4859 4.3656 0.4112
C 0.9347 3.0331 0.2282
H 0.7838 -0.5305 2.0760
H -0.6714 -0.6502 4.0382
H -3.3473 -2.0649 -2.6785
C 4.3679 1.2337 -0.2712
C 1.3352 -4.6379 -0.0772
H -4.6473 3.0689 0.1639
H 2.9483 -6.1514 -3.2333
C -2.4477 -1.5117 -2.4139
H -2.9850 -3.7239 2.1576
C 2.7514 5.2030 0.3431
C 2.4302 -6.4758 -1.1803
C -2.7761 -0.3820 -1.5025
N -1.8300 0.4046 -0.9913
H 3.4233 6.0462 0.3968
C 0.3757 -1.7607 -0.3111
C -0.8835 -1.2865 3.1877
H -1.8697 2.0222 0.1843
H 2.8337 -7.4794 -1.1501
C -0.3088 -2.0127 0.9426
C -4.0343 0.0556 -1.0695
H -1.9952 -1.1445 -3.3359
O 2.2039 0.4428 -0.1116
H 1.7995 -6.4941 0.8719
C 0.8542 -2.5003 -1.3159
H 4.2644 3.7797 0.0727
H -0.5822 4.5067 0.4927
H -0.7654 6.4505 1.6939
H -0.9517 6.7326 -0.0609
C 3.2002 3.9289 0.1622
H 0.9297 -2.0621 -2.3082
H -1.7379 -2.1918 -1.9455
Ni 0.1926 0.2076 -0.4318
C 2.3421 2.8039 0.1004
C 1.3858 -3.8765 -1.2520
*
```

Values from the calculation:
HOMO level (alpha / beta) ... -6.72 / -7.18 eV
<S²> ... 2.0096
Kohn-Sham gap (alpha / beta) ... 7.20 / 7.10 eV

Record 3
ORCA calculation (wB97M-V/def2-TZVPD) on C28H28N2SiSn as an isolated structure in a non-equilibrium geometry.

Structure (ORCA input):
```
! wB97M-V def2-TZVPD RIJCOSX def2/J DEFGRID3
* xyz 2 1
H -5.3006 2.6852 -1.5444
H -3.1261 -2.7801 -2.9352
C -4.2305 4.3278 -0.5654
C 6.2065 -0.3286 1.0258
H -2.8257 5.7147 0.3709
C -2.0229 -0.9937 -2.4498
H 3.8385 -2.0509 0.3392
H 4.3956 2.7902 2.4911
C -3.2149 2.3119 -1.4284
H 3.5668 0.8227 -2.6448
C -3.2535 0.9540 -1.9615
H -5.3761 0.7905 -2.0354
H -5.1159 4.9335 -0.4083
H 2.0121 -0.7043 1.8401
C -4.4469 0.2522 -2.1795
H -0.0763 -1.6113 0.3949
C 4.8724 1.8910 2.1037
C -0.9522 0.4183 0.7281
Sn -0.2288 1.4877 -1.4288
C 4.6882 -3.1644 -4.2046
C 4.9641 -4.5821 -2.2752
C -1.8696 3.9559 -0.3921
C 0.0481 -0.6121 0.7908
H 6.0871 1.5776 3.8725
H 4.7786 -5.3258 -4.2965
C -4.3498 3.0908 -1.2002
C 2.9364 0.5444 -1.7796
C 5.0038 -3.4537 -1.4559
H 4.6510 -1.0355 -3.8341
H 2.7687 1.4594 -1.2014
C 5.8349 1.2241 2.8696
H 3.8403 2.0024 0.2264
H 7.3294 -0.3359 2.8821
C -4.4310 -1.0953 -2.5283
H -1.9845 0.2654 0.4311
C -0.4667 1.5375 1.5082
C 4.7025 -2.0257 -3.3801
H -0.8652 4.2121 -0.0590
C 1.1182 -0.1406 1.5622
H -5.3654 -1.6350 -2.6765
H -1.0306 2.4448 1.7327
C 4.7323 -2.1632 -1.9785
N -1.9869 2.7894 -1.0690
C 6.5277 0.1428 2.3109
H 5.0606 -5.5774 -1.8458
C -3.1909 -1.7247 -2.6675
C 5.0755 0.2014 0.3619
Si 4.1113 -0.8502 -0.8062
H -1.0465 -1.4774 -2.5205
C -2.9684 4.7673 -0.1411
C 4.5399 1.4245 0.8308
H 4.5464 -3.0493 -5.2884
H 1.3709 1.7288 2.7754
H 6.8107 -1.1125 0.5461
H 1.9925 0.1435 -2.1749
H 5.1798 -3.5823 -0.3869
H 3.0811 -1.6436 0.2780
C 4.8098 -4.4436 -3.6555
N -2.0461 0.3298 -2.1356
C 0.7873 1.1687 2.0372
*
```

Values from the calculation:
HOMO level ... -13.27 eV
Kohn-Sham gap ... 6.78 eV

Record 4
ORCA calculation (wB97M-V/def2-TZVPD) on one molecule with the formula C28H28N4O3S.

Structure (ORCA input):
```
! wB97M-V def2-TZVPD RIJCOSX def2/J DEFGRID3
* xyz 0 1
N 0.4226 -0.2202 1.1943
O 2.1494 -4.1706 0.6130
C -5.1112 -2.4792 3.2225
H -4.0958 -2.2980 5.0991
H -5.9436 -3.0276 3.6367
C -1.0117 1.5817 0.4816
H 3.3484 2.9676 -0.5810
C 2.4875 3.2462 -1.1883
C 1.6158 -1.8548 -2.2150
C 1.2435 2.6820 -0.5782
H -2.5705 -2.9337 -0.4910
C 1.4186 -2.6007 2.2724
C 2.3811 4.7722 -1.3477
C 0.4840 -2.8066 -1.9478
C 0.6195 -4.1554 -2.2522
C -0.0098 4.7193 -1.3826
H -2.0738 3.2929 -0.2400
H -2.2007 -1.0348 4.1566
C -3.0053 -1.3682 3.5191
C -1.5230 -4.6187 -1.2832
O 1.1759 5.0771 -2.0451
H -0.7866 4.7285 -2.1543
H 1.7509 4.9942 0.7266
H 1.9884 -1.0394 0.4163
C -2.9775 -1.0839 2.1613
H 2.1948 6.5087 -0.0768
S -0.3968 -2.4442 2.2986
H -5.9039 -2.4733 1.2332
H 1.5181 -4.5027 -2.7407
O -3.3031 1.3499 1.0524
C -0.6797 -2.3756 -1.3271
C 0.2590 0.9821 0.5785
C -1.6765 -3.2756 -0.9920
C 2.7615 -2.1198 -1.2243
H 2.6145 2.7964 -2.1774
C -4.0729 -2.0734 4.0437
C -1.1095 2.8109 -0.1667
C 3.5050 5.2934 -2.2428
N 2.3250 -1.9587 0.1415
H 3.4472 5.3693 0.4284
N 1.3519 1.5280 0.0516
C -0.6154 -0.8399 1.6417
H 3.1162 -3.1476 -1.3287
C 1.9789 -3.0068 0.9069
C 0.0293 3.3778 -0.7060
H 1.2782 -0.8222 -2.0996
H 1.6226 -3.3992 2.9853
H 3.3931 4.8876 -3.2443
H 1.9954 -1.9864 -3.2301
H -0.2529 -6.1023 -2.1582
H -2.2959 -5.3218 -1.0103
H -0.2792 5.4822 -0.6318
H 3.4527 6.3765 -2.3058
C -2.1755 0.9109 1.0451
C -5.0889 -2.1708 1.8730
H 4.4723 5.0034 -1.8432
N -1.8862 -0.3468 1.6094
C -0.3761 -5.0554 -1.9241
C -4.0239 -1.4695 1.3370
H 1.8307 -1.6539 2.6144
H -0.8049 -1.3231 -1.1065
H 3.5860 -1.4263 -1.4123
C 2.4424 5.4543 0.0241
H -4.0096 -1.2062 0.2904
*
```

Values from the calculation:
SMILES string ... CC1(C)Cc2nc3nc(SCC(=O)NCCc4ccccc4)n(-c4ccccc4)c(=O)c3cc2CO1
HOMO level ... -8.54 eV
Kohn-Sham gap ... 8.50 eV

Record 5
ORCA calculation (wB97M-V/def2-TZVPD) on C28H28N5O3S2V as an isolated structure in a non-equilibrium geometry.

Structure (ORCA input):
```
! wB97M-V def2-TZVPD RIJCOSX def2/J DEFGRID3
* xyz -1 2
H 0.8301 -2.0795 3.8968
H 5.3201 -1.9372 0.2064
H 3.7197 4.4792 4.2198
H 1.0170 -4.0244 -0.3932
V -0.5197 -0.4595 0.0019
H 4.6265 3.0538 6.0444
N -0.3566 -2.4031 -0.4274
H 0.3860 5.7949 -0.9562
C 2.5184 0.8265 4.5738
C -1.9743 2.7459 -0.5898
C 1.9406 -2.0853 -0.1799
C 2.4582 2.9552 3.4374
C -0.7307 2.7521 0.0540
C 2.6637 0.1334 0.0500
H 2.0650 3.5796 2.6491
C 3.9755 -0.2229 0.1633
H 1.8352 1.2788 -2.2976
C -0.0934 0.5825 -2.9532
H -3.2864 3.8126 -1.9077
C 3.3004 -2.5151 -0.0638
C 1.9995 1.6262 3.5385
C 3.4626 1.3566 5.4682
C 0.8790 -2.9509 -0.3554
H -4.6264 2.4864 -0.8081
H 0.7589 -0.3661 -4.7245
S -2.7948 -1.2305 0.3058
C 3.8971 2.6531 5.3520
C 4.2924 -1.6072 0.1094
C -2.5277 -2.7840 -0.4010
O -0.5846 0.1627 -1.7261
C 0.0858 3.8648 -0.0793
H 1.3223 -1.0234 -3.1704
C 1.1725 -1.0556 3.8287
O -0.1497 -0.8765 1.9093
H -4.4755 0.7024 -0.7149
H -1.7992 5.7498 -2.1529
C -1.4978 4.9223 -1.5235
H -3.8599 1.5696 -2.1404
N -1.3725 -3.2750 -0.6832
H 1.0473 3.8515 0.4142
C 0.9684 1.6685 -2.8318
O -2.7640 1.6775 -0.3852
C 1.0431 1.0635 2.6145
N 1.6452 -0.7356 -0.1136
H -0.9378 0.9987 -3.5268
S -3.9395 -3.7964 -0.8138
H -3.1993 -3.1676 -3.0075
H 4.7320 0.5346 0.3110
C -4.0050 1.6198 -1.0560
H 2.4576 -1.1282 5.5052
C 3.3829 3.4544 4.3219
C -0.2832 4.9510 -0.8559
C -4.1689 -3.2300 -2.5182
H 2.3841 1.1819 0.0867
C 0.6540 -0.2891 2.7160
H -0.2995 -1.4117 -3.7495
N -0.2848 1.5957 0.7915
H -4.7817 -3.9670 -3.0359
H 1.2947 1.9988 -3.8220
C -2.3372 3.8262 -1.3910
H 0.5788 2.5304 -2.2945
H 3.8447 0.7174 6.2562
C 2.0612 -0.5273 4.6938
C 0.4568 -0.6278 -3.7067
H 3.5127 -3.5756 -0.1110
H -4.6612 -2.2591 -2.5494
N 0.4977 1.9476 1.7313
*
```

Values from the calculation:
HOMO level (alpha / beta) ... -2.55 / -2.50 eV
<S²> ... 0.7738
Kohn-Sham gap (alpha / beta) ... 4.58 / 4.48 eV

Record 6
ORCA calculation (wB97M-V/def2-TZVPD) on C28H28N5OSV as an isolated structure in a non-equilibrium geometry.

Structure (ORCA input):
```
! wB97M-V def2-TZVPD RIJCOSX def2/J DEFGRID3
* xyz 1 4
O 1.6826 1.8712 -0.4243
H 0.0443 1.6505 -4.2675
H -0.8633 2.1996 -0.1044
C -1.7281 -0.5047 0.8473
H 2.3996 -2.4425 4.7136
C -2.5478 1.8905 -1.4126
C -0.9521 -2.2735 -2.0789
N 2.2711 -0.7875 -1.2385
H -0.2618 -2.4555 -2.8859
H -3.2712 1.9552 -0.6108
H -4.7078 2.4319 -3.7600
H -3.8564 -0.3151 0.8015
H 4.9827 -0.9446 -3.0786
C 1.7011 -1.1631 1.6269
C 4.9254 -3.0426 3.8687
H 0.5756 -1.4474 3.4266
H -2.6189 -3.7347 -2.3060
H 5.9011 -2.7338 3.4955
H 4.8634 -2.7871 4.9257
C -2.0381 1.5954 -3.7412
C -4.4539 1.6543 -3.0386
H 2.3066 -0.3921 -3.3015
S 1.4690 2.3294 -1.8382
C 4.2320 -0.9488 -2.3086
C 2.8745 -0.6683 -2.4270
H 4.9035 -2.2921 1.2951
C -0.5125 -0.1570 1.4772
C -0.5949 0.6956 2.5865
C -3.0093 0.8114 2.4176
C -0.2667 1.9280 -2.1580
N -0.6953 -1.3284 -1.1777
H -2.3667 1.4355 -4.7607
C 2.9515 -1.4401 1.0249
C -2.1506 -2.9264 -1.7727
V 0.6114 0.0549 -0.8585
C 2.5666 -2.1533 3.6828
H -4.2542 1.7436 3.9024
C -2.9874 1.7068 -2.7234
C 3.8093 -2.3900 3.0981
C 1.2446 4.1243 -1.7060
N 3.2187 -1.1430 -0.3495
H -5.1043 0.5911 2.8651
C -1.1983 2.0041 -1.1203
C -1.8119 1.1667 3.0397
H 4.8676 -4.1307 3.7888
H -3.4772 -2.5146 -0.0252
H -4.6563 2.1770 2.2424
H 5.3232 -1.4941 -0.4629
C -0.6868 1.7071 -3.4687
H 0.9249 4.5088 -2.6739
C 4.4149 -1.2399 -0.9746
H 0.4983 4.3214 -0.9392
H 2.2070 4.5515 -1.4280
H -1.8382 1.8276 3.8978
N -1.7083 -1.3664 -0.2864
H 0.3231 0.9874 3.0793
C 3.9623 -2.0482 1.7691
C -2.9457 -0.0286 1.3165
C 1.5440 -1.5787 2.9650
C -4.3300 1.3577 2.8877
H -4.7292 0.6960 -3.4813
H -5.0512 1.8113 -2.1427
C -2.6046 -2.3208 -0.6242
N 0.6791 -0.5925 0.9151
*
```

Values from the calculation:
HOMO level (alpha / beta) ... -8.73 / -9.44 eV
<S²> ... 3.7653
Kohn-Sham gap (alpha / beta) ... 5.76 / 6.57 eV

Record 7
ORCA calculation (wB97M-V/def2-TZVPD) on C28H29As2BrN2NiO3 as an isolated structure.

Structure (ORCA input):
```
! wB97M-V def2-TZVPD RIJCOSX def2/J DEFGRID3
* xyz 0 1
C -3.3814 3.0699 -0.7667
C -2.4626 -0.8743 0.3592
C -1.9777 -5.1305 1.0159
H -3.2667 -1.3648 0.9092
H 2.9125 -1.7806 1.7892
Ni 0.2032 -0.7616 -0.7242
C 2.2874 1.1753 2.7920
N -1.4124 -1.5538 0.0294
O -0.7038 0.7688 -1.3153
O 1.8030 0.7172 -2.4767
H -0.1392 3.6817 3.1164
H 1.5754 5.4557 1.8854
C 2.1136 -3.0354 -0.7799
Br -5.7584 3.1928 0.8231
H -1.6013 3.0364 -1.9473
O 2.9300 -0.1973 -0.7882
C -0.2381 -0.2623 3.4927
C 3.1554 0.7867 3.8073
N 0.9127 -2.5848 -0.5001
C 4.1529 2.9610 3.8516
H 2.2616 -1.8229 3.4492
H 2.8257 -2.3027 -1.1318
C -0.7471 -5.6525 0.7374
H 2.7936 1.9122 -3.7682
C -3.8599 1.1019 0.5190
H -1.0449 2.4403 2.2097
C -2.6795 0.4878 0.0314
As 1.0796 3.0994 0.9277
H 1.8210 -6.3084 0.0560
C -0.0171 -3.4566 -0.0021
H -3.6735 4.0655 -1.0751
C 0.2668 -4.8159 0.2159
C -1.2969 -2.9253 0.3059
H 0.8233 5.5117 0.2788
C -0.4634 3.3578 2.1277
H 4.8790 3.6590 4.2495
C 2.4807 -4.3828 -0.5923
C -2.2616 -3.7676 0.7976
C 2.3324 2.4957 2.3191
C 3.0186 1.3687 -2.8546
C 1.5689 -5.2666 -0.1003
H -0.5338 -6.7007 0.9024
H 2.5400 5.1382 0.4190
H -0.8489 0.6357 3.5683
As 1.0272 -0.1057 1.9931
H 3.1221 -0.2232 4.1937
C -4.1928 2.3664 0.1478
H -3.2580 -3.4085 1.0165
H 3.8147 0.6448 -3.0268
H 4.7586 1.3400 5.1213
C 2.0070 -1.7573 2.3932
H -1.1053 4.1189 1.6860
H -0.8886 -1.1164 3.2917
H -4.5000 0.5416 1.1903
H 3.4883 -4.6857 -0.8392
C 3.2763 3.3686 2.8560
C -1.8072 1.2064 -0.8458
H 3.3360 2.0581 -2.0718
C 4.0864 1.6680 4.3385
H -2.7611 -5.7672 1.4050
H 3.3342 4.3902 2.5056
C 1.8595 -0.0117 -1.3479
H 0.2812 -0.4233 4.4375
H 1.3796 -2.6135 2.1475
C -2.2383 2.5072 -1.2506
C 1.5681 5.0048 0.8930
*
```

Values from the calculation:
HOMO level (alpha / beta) ... -7.45 / -7.41 eV
Kohn-Sham gap (alpha / beta) ... 6.57 / 6.53 eV

What did the fourth record say?
ORCA calculation (wB97M-V/def2-TZVPD) on one molecule with the formula C28H28N4O3S.

Structure (ORCA input):
```
! wB97M-V def2-TZVPD RIJCOSX def2/J DEFGRID3
* xyz 0 1
N 0.4226 -0.2202 1.1943
O 2.1494 -4.1706 0.6130
C -5.1112 -2.4792 3.2225
H -4.0958 -2.2980 5.0991
H -5.9436 -3.0276 3.6367
C -1.0117 1.5817 0.4816
H 3.3484 2.9676 -0.5810
C 2.4875 3.2462 -1.1883
C 1.6158 -1.8548 -2.2150
C 1.2435 2.6820 -0.5782
H -2.5705 -2.9337 -0.4910
C 1.4186 -2.6007 2.2724
C 2.3811 4.7722 -1.3477
C 0.4840 -2.8066 -1.9478
C 0.6195 -4.1554 -2.2522
C -0.0098 4.7193 -1.3826
H -2.0738 3.2929 -0.2400
H -2.2007 -1.0348 4.1566
C -3.0053 -1.3682 3.5191
C -1.5230 -4.6187 -1.2832
O 1.1759 5.0771 -2.0451
H -0.7866 4.7285 -2.1543
H 1.7509 4.9942 0.7266
H 1.9884 -1.0394 0.4163
C -2.9775 -1.0839 2.1613
H 2.1948 6.5087 -0.0768
S -0.3968 -2.4442 2.2986
H -5.9039 -2.4733 1.2332
H 1.5181 -4.5027 -2.7407
O -3.3031 1.3499 1.0524
C -0.6797 -2.3756 -1.3271
C 0.2590 0.9821 0.5785
C -1.6765 -3.2756 -0.9920
C 2.7615 -2.1198 -1.2243
H 2.6145 2.7964 -2.1774
C -4.0729 -2.0734 4.0437
C -1.1095 2.8109 -0.1667
C 3.5050 5.2934 -2.2428
N 2.3250 -1.9587 0.1415
H 3.4472 5.3693 0.4284
N 1.3519 1.5280 0.0516
C -0.6154 -0.8399 1.6417
H 3.1162 -3.1476 -1.3287
C 1.9789 -3.0068 0.9069
C 0.0293 3.3778 -0.7060
H 1.2782 -0.8222 -2.0996
H 1.6226 -3.3992 2.9853
H 3.3931 4.8876 -3.2443
H 1.9954 -1.9864 -3.2301
H -0.2529 -6.1023 -2.1582
H -2.2959 -5.3218 -1.0103
H -0.2792 5.4822 -0.6318
H 3.4527 6.3765 -2.3058
C -2.1755 0.9109 1.0451
C -5.0889 -2.1708 1.8730
H 4.4723 5.0034 -1.8432
N -1.8862 -0.3468 1.6094
C -0.3761 -5.0554 -1.9241
C -4.0239 -1.4695 1.3370
H 1.8307 -1.6539 2.6144
H -0.8049 -1.3231 -1.1065
H 3.5860 -1.4263 -1.4123
C 2.4424 5.4543 0.0241
H -4.0096 -1.2062 0.2904
*
```

Values from the calculation:
SMILES string ... CC1(C)Cc2nc3nc(SCC(=O)NCCc4ccccc4)n(-c4ccccc4)c(=O)c3cc2CO1
HOMO level ... -8.54 eV
Kohn-Sham gap ... 8.50 eV